{"formula": "C3H10NOS", "method": "wB97M-V/def2-TZVPD", "species": ["S", "O", "N", "C", "C", "C", "H", "H", "H", "H", "H", "H", "H", "H", "H", "H"], "xyz": [[0.628, 0.164, 2.043], [2.408, 1.705, -0.136], [-0.990, -0.875, -1.601], [0.229, -0.929, 0.596], [-0.765, -0.213, -0.311], [-2.197, -0.462, -2.261], [-2.252, -0.984, -3.227], [1.985, 1.064, 0.476], [-0.182, -0.744, -2.166], [1.768, 2.410, -0.216], [-0.462, 0.824, -0.488], [-0.223, -1.860, 0.931], [-3.104, -0.725, -1.721], [1.128, -1.115, 0.000], [-2.239, 0.617, -2.502], [-1.687, -0.132, 0.269]], "forces_ev_per_a": [[-0.01, -0.49, -0.40], [0.55, -0.19, -0.53], [-0.82, -0.64, 1.32], [0.03, 1.08, 0.03], [-0.10, 0.13, 0.11], [0.25, 0.16, -1.20], [-0.10, 0.07, 0.08], [-0.20, 0.22, 0.47], [0.47, 0.13, -0.57], [-0.29, 0.10, 0.15], [0.25, 0.11, 0.19], [0.15, -0.20, -0.08], [0.11, -0.05, 0.35], [0.08, -0.30, 0.17], [-0.09, 0.01, 0.20], [-0.29, -0.15, -0.29]], "lowdin_charge": [0.163, -0.152, -0.144, -0.714, -0.382, -0.187, 0.064, -0.109, 0.086, -0.002, 0.078, 0.032, 0.067, 0.038, 0.068, 0.091], "orbital_gap_ev": 6.459, "charge": -1, "relative_energy_ev": 0.577, "total_energy_ev": -17646.8655, "homo_energy_ev": -2.8}